# 1
74
Properties=species:S:1:pos:R:3:forces:R:3:lowdin_charge:R:1 method="wB97M-V/def2-TZVPD" charge=-2 e_homo_ev=-1.303 relative_energy_ev=0.000 orbital_gap_ev=5.6
Pd -2.02736 -0.67178 -0.54105 -0.550 -0.163 -0.285 0.303
S -0.20156 -3.65655 -1.60872 -0.025 -0.151 -0.091 0.135
P 0.29138 -2.40734 -0.15908 0.087 0.183 -0.095 0.314
C -0.04029 -0.74398 -0.49599 0.132 -0.019 0.566 -0.797
P 0.21145 0.68724 0.44862 0.203 -0.022 0.018 0.321
S -0.62223 2.33334 -0.24599 -0.057 0.138 -0.081 0.241
C -0.30918 0.46137 2.20808 0.038 0.035 0.017 -0.347
C -1.61028 0.80300 2.57191 -0.016 -0.031 -0.004 -0.126
C -2.09482 0.50159 3.83634 0.007 0.015 -0.028 -0.084
C -1.27211 -0.12139 4.76785 0.001 0.011 -0.006 -0.113
C 0.03355 -0.44085 4.42465 0.009 -0.003 0.004 -0.097
C 0.50791 -0.15576 3.15052 -0.010 0.043 0.034 -0.109
C 1.99639 1.05228 0.66120 0.039 -0.010 0.091 -0.341
C 2.40590 1.94522 1.65239 0.056 -0.055 -0.015 -0.106
C 3.74262 2.28286 1.78482 0.001 -0.001 -0.007 -0.101
C 4.68817 1.74140 0.91826 0.007 0.016 0.016 -0.114
C 4.28388 0.87586 -0.08523 -0.051 -0.013 -0.023 -0.095
C 2.94102 0.53673 -0.21307 0.010 0.076 -0.083 -0.086
C -0.41946 -3.10717 1.39411 -0.031 -0.040 0.016 -0.335
C -1.54137 -2.55353 1.99384 -0.017 -0.017 0.013 -0.097
C -2.13815 -3.15214 3.09630 0.021 -0.020 -0.017 -0.078
C -1.60300 -4.31601 3.62355 -0.027 0.015 0.018 -0.107
C -0.48207 -4.88707 3.03043 0.041 -0.005 -0.028 -0.103
C 0.09707 -4.29282 1.92060 -0.012 0.010 0.015 -0.113
C 2.09582 -2.57362 0.16636 0.105 0.021 -0.024 -0.341
C 2.67091 -2.45939 1.42769 0.005 -0.008 -0.035 -0.099
C 4.05195 -2.49229 1.58513 -0.019 -0.001 0.031 -0.092
C 4.87414 -2.64605 0.48081 0.015 0.000 -0.011 -0.118
C 4.30937 -2.77590 -0.78299 -0.040 -0.006 -0.001 -0.102
C 2.93199 -2.74230 -0.93689 0.036 -0.016 0.036 -0.122
H -2.25068 1.28650 1.84228 0.001 0.003 -0.014 0.071
H -3.12313 0.74165 4.07941 0.006 0.004 0.016 0.101
H -1.65061 -0.36424 5.75402 -0.004 -0.002 -0.001 0.091
H 0.68233 -0.92910 5.14335 -0.004 -0.002 0.002 0.094
H 1.52853 -0.40775 2.88966 -0.016 0.017 0.017 0.086
H 1.66465 2.37801 2.31387 0.011 0.002 0.004 0.105
H 4.05020 2.97454 2.56091 0.004 0.000 0.000 0.090
H 5.73489 2.00406 1.02384 -0.001 -0.002 0.000 0.087
H 5.00848 0.45366 -0.77140 0.008 0.007 0.007 0.095
H 2.60875 -0.11734 -1.00779 -0.014 -0.039 -0.004 0.092
H -1.98066 -1.63777 1.61335 0.017 -0.028 -0.030 0.049
H -3.01725 -2.69451 3.53279 0.001 -0.010 0.007 0.107
H -2.05952 -4.78404 4.48831 -0.001 -0.001 -0.001 0.089
H -0.06649 -5.80727 3.42605 -0.001 0.002 0.001 0.089
H 0.94890 -4.76128 1.44173 0.006 0.000 -0.003 0.102
H 2.03739 -2.35363 2.29866 -0.010 -0.014 -0.010 0.088
H 4.48176 -2.38972 2.57487 0.004 -0.001 -0.002 0.095
H 5.95138 -2.66280 0.60108 -0.001 -0.002 0.005 0.090
H 4.94553 -2.90208 -1.65167 0.001 0.002 -0.001 0.094
H 2.47584 -2.85006 -1.91452 -0.001 0.001 -0.001 0.077
S -6.29894 0.07694 1.76811 -0.141 0.020 0.130 0.329
C -5.00700 -0.37160 0.86022 0.159 -0.072 -0.106 -1.012
N -4.08888 -0.69020 0.21521 0.147 0.154 -0.138 -0.047
C -2.31889 5.56158 -4.88354 -0.011 0.005 0.002 -0.074
C -2.12789 4.14137 -4.41840 0.017 -0.011 0.009 -0.292
C -3.08555 3.49775 -3.65319 -0.011 0.017 0.056 -0.033
C -2.92179 2.18732 -3.20566 -0.030 -0.079 -0.013 -0.329
C -4.00032 1.57495 -2.36288 0.012 0.051 -0.002 -0.112
C -1.75674 1.48196 -3.53863 0.073 0.066 -0.092 -0.519
Te -1.43723 -0.56318 -3.02576 -0.174 -0.072 0.074 0.977
C -0.77029 2.12978 -4.30573 -0.014 0.030 0.022 -0.333
C 0.53558 1.46768 -4.66217 0.009 -0.014 -0.017 -0.125
C -0.97343 3.43789 -4.73369 -0.001 -0.008 -0.006 -0.044
H -3.23939 5.98330 -4.47718 -0.001 -0.001 -0.004 0.063
H -2.37482 5.62326 -5.97411 0.002 -0.004 0.001 0.068
H -1.49008 6.19764 -4.56330 0.004 -0.004 0.000 0.070
H -3.99189 4.02844 -3.37500 0.005 0.012 -0.010 0.103
H -4.83085 2.26918 -2.22218 -0.007 0.002 -0.032 0.071
H -3.60917 1.31082 -1.37949 -0.023 -0.001 0.002 0.019
H -4.37526 0.65084 -2.80842 0.042 -0.019 0.043 0.061
H 1.04482 1.11759 -3.76241 -0.008 0.003 0.012 0.055
H 1.18298 2.16951 -5.19329 -0.001 0.009 0.014 0.061
H 0.38854 0.59037 -5.29515 -0.005 -0.003 0.013 0.054
H -0.19548 3.92504 -5.31658 -0.001 0.003 0.006 0.103


# 2
81
Properties=species:S:1:pos:R:3:forces:R:3:nbo_charge:R:1 method="wB97M-V/def2-TZVPD" e_homo_ev=-5.148 orbital_gap_ev=3.0
Ca 3.20249 0.78910 0.29659 2.054 -1.422 1.680 1.714
S 5.87109 0.53520 0.61769 0.606 0.718 -0.359 -0.443
C 5.96549 0.48250 2.34099 -1.453 -0.206 0.467 -0.293
C 7.28009 0.56330 2.82919 0.940 0.051 0.490 0.269
N 8.37479 0.62370 3.17789 0.213 0.003 0.100 -0.350
C 4.92539 0.35760 3.24229 0.764 -0.002 -1.364 -0.287
S 3.24199 0.20580 2.88529 -0.722 0.063 0.420 -0.501
C 5.21969 0.32140 4.61779 0.279 -0.056 0.850 0.271
N 5.40199 0.27470 5.75259 0.071 0.005 0.263 -0.356
F -3.47841 -1.25940 0.37079 0.053 0.267 0.014 -0.339
C -2.98751 -0.00110 0.18709 0.216 -0.227 -0.012 0.378
C -1.62961 0.20090 0.21179 -0.089 0.455 -0.109 -0.215
C -1.10001 1.49080 0.06369 -0.769 -0.399 0.000 -0.082
C 0.34989 1.66910 0.08859 0.179 0.108 0.018 0.509
O 1.09709 0.70070 0.31239 -2.408 0.395 -0.184 -0.691
C 0.78189 3.01920 -0.15791 0.433 0.008 -0.072 -0.300
C -0.12321 4.01530 -0.28221 -0.159 -0.283 0.053 0.129
N -1.47491 3.84410 -0.21571 0.461 0.093 0.099 -0.370
C -2.31471 4.99530 -0.09261 -0.339 0.341 -0.166 -0.070
C -1.92111 6.05660 0.88999 -0.002 0.027 -0.004 -0.403
C -3.08371 5.16410 1.18909 -0.051 -0.033 0.015 -0.430
C -1.98331 2.57500 -0.11081 0.144 -0.465 0.084 0.192
C -3.35391 2.33420 -0.19941 -0.119 -0.597 0.154 -0.277
C -3.87621 1.04710 -0.03961 0.370 0.806 -0.169 0.088
N -5.27881 0.90430 -0.16481 0.300 -0.158 0.155 -0.477
C -5.89341 -0.37400 -0.44321 0.137 -0.253 -0.023 -0.227
C -7.28141 -0.06230 -1.05871 0.036 -0.708 0.184 -0.245
N -7.24971 1.36570 -1.45811 -0.114 0.231 -0.500 -0.502
C -7.26591 2.24140 -0.25901 0.052 0.441 0.639 -0.234
C -6.13551 1.72460 0.65989 -0.066 0.075 0.104 -0.238
C 2.25829 3.44610 -0.28411 -0.489 1.065 -0.112 0.788
O 2.48769 4.63820 -0.13761 -0.137 0.241 0.027 -0.670
O 3.07129 2.53530 -0.56561 -0.177 2.552 -1.811 -0.857
H -0.94061 -0.61690 0.34859 0.058 -0.170 0.057 0.285
H 0.23079 5.02440 -0.43551 0.054 0.052 0.102 0.259
H -2.77411 5.31650 -1.02391 -0.039 0.018 0.103 0.210
H -2.11431 7.08400 0.62829 -0.037 0.063 -0.112 0.231
H -1.01251 5.91090 1.45279 0.066 -0.090 0.048 0.247
H -4.08371 5.56960 1.14759 -0.052 0.084 -0.070 0.213
H -2.94311 4.40340 1.94259 0.066 -0.066 0.038 0.231
H -4.02121 3.15580 -0.40711 -0.085 0.068 -0.013 0.213
H -6.01171 -1.00050 0.45219 -0.037 0.077 -0.164 0.218
H -5.26521 -0.91780 -1.15051 -0.151 0.034 0.050 0.242
H -8.08941 -0.20360 -0.34011 0.014 0.131 -0.089 0.225
H -7.47881 -0.68500 -1.93021 -0.027 0.125 0.004 0.242
H -7.98971 1.60780 -2.11951 0.159 -0.029 0.059 0.443
H -6.30921 1.50630 -1.87091 -0.368 0.045 -0.040 0.459
H -8.23881 2.18470 0.22759 -0.034 -0.061 -0.188 0.230
H -7.08761 3.27110 -0.57391 -0.035 -0.132 -0.122 0.231
H -6.55271 1.14630 1.49379 0.004 0.022 -0.004 0.202
H -5.56561 2.55140 1.07849 -0.131 -0.028 -0.013 0.254
O 3.46119 -1.20720 -0.30231 -1.039 -0.923 -1.882 -1.099
S 4.35139 -1.82090 0.70409 1.814 -2.427 1.232 1.287
C 3.45989 -3.43050 1.11789 0.326 0.521 -0.018 -0.628
C 2.02569 -3.33340 0.75489 -0.330 -0.120 -0.030 -0.032
C 1.58279 -3.77540 -0.48851 0.047 0.008 0.066 -0.188
C 0.24029 -3.72160 -0.81811 -0.044 -0.045 -0.107 -0.215
C -0.68041 -3.23210 0.09239 -0.088 0.020 -0.022 -0.244
C -0.24501 -2.76410 1.32289 -0.075 -0.055 0.019 -0.253
C 1.09949 -2.79810 1.64639 0.045 -0.092 0.043 -0.140
C 5.73439 -2.59430 -0.29091 -0.328 0.352 0.202 -0.615
C 5.23119 -3.27360 -1.50521 -0.028 -0.107 -0.062 -0.069
C 4.69779 -2.51720 -2.54751 0.028 0.019 0.020 -0.180
C 4.17379 -3.14340 -3.66261 -0.009 0.069 -0.083 -0.212
C 4.19679 -4.52410 -3.76471 -0.038 -0.130 -0.061 -0.226
C 4.74609 -5.28220 -2.74471 -0.049 -0.151 -0.038 -0.237
C 5.24939 -4.66100 -1.61661 0.029 0.089 0.037 -0.164
H 3.59859 -3.53590 2.19269 0.028 -0.033 0.017 0.241
H 3.94989 -4.24040 0.58889 0.005 -0.113 -0.012 0.231
H 2.29339 -4.17220 -1.19981 0.130 -0.023 -0.072 0.220
H -0.09071 -4.07710 -1.78481 0.003 -0.023 -0.049 0.206
H -1.73271 -3.21080 -0.15701 -0.070 -0.004 -0.008 0.201
H -0.96201 -2.38170 2.03739 -0.017 0.045 0.077 0.206
H 1.43399 -2.41530 2.60049 0.085 0.037 0.081 0.227
H 6.25599 -3.25740 0.39719 0.018 -0.043 0.058 0.231
H 6.37579 -1.74790 -0.53711 -0.052 -0.041 0.172 0.278
H 4.68829 -1.43830 -2.47081 0.031 -0.035 -0.005 0.228
H 3.75569 -2.55070 -4.46281 -0.039 0.059 -0.076 0.210
H 3.79809 -5.01220 -4.64111 -0.044 -0.037 -0.109 0.208
H 4.78329 -6.35940 -2.82651 -0.014 -0.068 -0.014 0.210
H 5.67749 -5.25420 -0.81851 0.033 -0.026 0.045 0.201


# 3
74
Properties=species:S:1:pos:R:3:forces:R:3:lowdin_spin:R:1 method="wB97M-V/def2-TZVPD" charge=+1 e_homo_ev="-9.948 / -10.103" s2=6.020 spin_multiplicity=5 orbital_gap_ev="7.0 / 3.7"
Pt 1.82241 0.58377 1.42696 0.281 -0.117 -0.665 1.370
C -3.06657 -0.49073 -3.92975 0.084 -0.035 0.099 0.000
C -2.08916 -0.54360 -2.77712 -0.069 -0.083 -0.124 0.000
C -1.58721 -1.75763 -2.29049 0.025 -0.150 -0.029 -0.002
C -0.66052 -1.83535 -1.27287 -0.213 -0.173 -0.158 0.005
C -0.15461 -3.18193 -0.85240 -0.092 -0.183 0.031 0.001
O 1.02880 -3.41177 -0.73256 0.040 0.054 -0.031 0.002
C -1.15438 -4.28115 -0.59347 0.054 0.195 -0.026 0.000
C -0.71157 -5.60076 -0.64134 0.037 -0.056 0.021 0.000
C -1.58454 -6.64274 -0.37201 0.014 0.047 -0.004 0.000
C -2.90684 -6.37298 -0.03726 0.024 -0.014 -0.003 0.000
C -3.35335 -5.06111 0.02414 0.026 0.037 -0.012 0.000
C -2.48048 -4.01928 -0.26144 -0.097 0.023 0.011 0.000
C -0.16568 -0.65541 -0.64714 0.036 0.121 0.267 0.006
O 0.68238 -0.78549 0.30852 0.029 -0.134 -0.052 0.092
C -0.72862 0.58322 -1.07247 -0.086 0.146 -0.131 0.002
C -1.65896 0.59149 -2.14448 0.064 0.146 0.130 -0.002
C -0.42301 1.84806 -0.43558 0.111 0.101 0.041 0.007
N 0.50443 2.02785 0.46212 -0.118 0.336 0.220 0.118
C 0.69440 3.34848 1.07983 -0.005 -0.157 -0.015 0.038
C 0.62487 3.29897 2.60952 0.036 -0.064 0.070 0.050
Te -1.26115 2.51827 3.18029 -0.282 0.113 0.010 0.665
C -0.83643 0.51484 3.05746 0.164 0.119 0.114 0.108
C 0.41718 0.05424 3.50488 -0.586 -0.324 0.392 0.036
C 0.65635 -1.31495 3.45013 0.036 0.008 -0.050 0.044
C -0.28364 -2.17124 2.88344 0.049 0.006 0.002 0.049
C -1.50042 -1.68814 2.42244 -0.080 0.016 -0.012 0.034
C -1.79882 -0.33666 2.52229 0.126 -0.148 -0.017 0.045
C -1.28243 3.01803 -0.83037 0.017 -0.086 -0.008 0.012
C -0.81597 3.98807 -1.70787 0.043 0.055 -0.019 0.000
C -1.61985 5.07129 -2.03672 -0.009 -0.010 0.018 0.005
C -2.89075 5.19213 -1.48753 0.029 -0.015 -0.017 0.000
C -3.36459 4.21779 -0.62055 0.041 -0.042 -0.010 0.004
C -2.56402 3.12707 -0.30219 -0.075 0.021 0.030 0.016
H -3.34144 -1.49357 -4.25506 0.010 0.003 0.017 0.000
H -2.64280 0.02856 -4.79066 0.025 -0.006 0.020 0.000
H -3.98439 0.03029 -3.65259 0.018 0.004 0.018 0.000
H -1.93119 -2.68273 -2.74449 -0.001 0.017 0.028 0.000
H 0.32453 -5.78947 -0.89079 -0.017 -0.011 -0.001 0.000
H -1.23604 -7.66642 -0.42120 -0.007 0.024 -0.004 0.000
H -3.58983 -7.18626 0.17327 0.020 0.011 0.000 0.000
H -4.38212 -4.84959 0.28676 0.015 0.000 -0.006 0.000
H -2.83453 -2.99603 -0.22115 0.002 -0.012 -0.040 0.000
H -2.05707 1.53990 -2.48489 0.050 -0.012 0.028 0.000
H -0.02394 4.07935 0.71899 -0.029 0.052 -0.048 0.004
H 1.68819 3.71700 0.82664 0.056 -0.026 -0.040 0.003
H 0.68258 4.30020 3.03749 0.003 -0.016 -0.039 0.002
H 1.38073 2.65755 3.07145 0.078 0.042 -0.116 0.005
H 1.10073 0.68409 4.05999 0.106 0.053 -0.184 0.003
H 1.59175 -1.69355 3.83999 -0.006 -0.037 -0.008 0.002
H -0.06538 -3.22851 2.80427 -0.008 0.009 0.006 0.002
H -2.22341 -2.36524 1.98698 0.033 -0.007 0.030 0.001
H -2.75190 0.03657 2.16700 0.004 0.018 0.030 0.002
H 0.17536 3.89206 -2.13652 -0.021 0.012 0.006 0.000
H -1.25357 5.82290 -2.72392 -0.007 -0.017 0.004 0.000
H -3.51579 6.03618 -1.74760 0.016 -0.007 0.007 0.000
H -4.36297 4.29474 -0.20966 0.015 -0.003 0.002 0.000
H -2.95221 2.33406 0.32950 0.003 0.013 -0.011 0.007
F 3.05151 0.97941 2.98272 0.047 0.287 0.237 0.122
C 4.31509 3.08968 0.55601 0.010 -0.042 -0.013 0.046
C 4.54588 1.72129 0.03420 0.074 0.205 0.082 0.294
C 5.72418 1.25172 -0.65573 -0.074 0.169 0.044 0.129
C 5.53728 -0.07329 -0.86661 -0.135 -0.149 -0.015 0.121
C 4.25001 -0.40082 -0.30422 0.061 -0.118 -0.040 0.306
C 3.64481 -1.74548 -0.19521 0.051 0.157 -0.091 0.055
N 3.66892 0.71964 0.20219 0.060 -0.332 -0.104 0.122
H 5.26179 3.59773 0.73250 -0.003 -0.004 -0.021 0.003
H 3.76348 3.03360 1.49467 -0.010 -0.011 0.016 0.005
H 3.75097 3.68958 -0.16606 0.001 -0.026 0.005 0.019
H 6.57468 1.86068 -0.92150 -0.043 -0.010 0.026 0.003
H 6.20150 -0.77582 -1.34558 -0.036 0.006 0.039 0.003
H 4.32429 -2.51216 -0.56133 0.003 0.032 -0.006 -0.001
H 2.70279 -1.81256 -0.74491 0.024 -0.003 0.064 0.017
H 3.40030 -1.95786 0.84862 -0.039 -0.018 0.006 0.017